1.
A single C7H12 molecule at a distorted geometry. Source: the OMol25 dataset; level of theory: ωB97M-V with the def2-TZVPD basis set.

Each line ends with the Löwdin charge.
Atoms and positions in Å:
C 2.64 0.29 -0.57  -0.108
C 1.17 -0.18 -0.71  -0.228
C 0.24 -0.05 0.51  -0.218
C -0.68 1.20 0.48  -0.119
C -1.89 0.30 0.66  -0.240
C -2.03 -0.81 -0.36  -0.100
C -1.12 -0.98 0.78  -0.191
H 3.15 0.29 -1.54  0.069
H 3.20 -0.37 0.10  0.066
H 2.73 1.31 -0.17  0.069
H 0.74 0.36 -1.57  0.102
H 1.18 -1.24 -0.99  0.105
H 0.48 -0.56 1.41  0.114
H -0.67 1.71 -0.49  0.109
H -0.56 1.96 1.26  0.106
H -2.75 0.60 1.25  0.125
H -2.97 -1.34 -0.32  0.099
H -1.55 -0.77 -1.33  0.102
H -1.31 -1.72 1.59  0.139

## Properties
energy above the lowest of the compared OMol25 structures with the same formula, charge and spin = 2.802 eV
SMILES = CC[C@H]1C[C@H]2C[C@@H]12
HOMO energy = -9.22 eV
spin multiplicity = 1
charge = 0
orbital gap = 10.43 eV

---

2.
2 unconnected molecules or ions with the total composition C7H12. Source: the OMol25 dataset; level of theory: ωB97M-V with the def2-TZVPD basis set.

Each line ends with the Löwdin charge.
Atoms and positions in Å:
C 1.75 -0.18 0.76  0.034
C 1.09 -0.27 -0.39  -0.389
C 1.43 0.58 -1.59  -0.088
C -0.10 -1.21 -0.54  -0.122
C -1.24 -0.68 0.24  -0.225
C -2.34 0.00 0.34  -0.006
C -1.76 -0.48 1.64  -0.123
H 1.49 -0.81 1.61  0.070
H 2.57 0.52 0.90  0.063
H 0.54 1.11 -1.96  0.074
H 1.79 -0.05 -2.41  0.083
H 2.20 1.32 -1.36  0.075
H -0.38 -1.31 -1.59  0.116
H 0.17 -2.21 -0.17  0.122
H -3.13 0.57 -0.11  0.093
H -2.23 -1.31 2.17  0.075
H -1.25 0.23 2.31  0.074
H -0.05 2.92 0.12  0.049
H -0.04 2.22 0.38  0.025

## Properties
energy above the lowest of the compared OMol25 structures with the same formula, charge and spin = 3.721 eV
SMILES = C=C(C)CC1=CC1.[H][H]
HOMO energy = -9.04 eV
spin multiplicity = 1
charge = 0
orbital gap = 10.12 eV

---

3.
A single C7H12 molecule. Source: the OMol25 dataset; level of theory: ωB97M-V with the def2-TZVPD basis set.

Each line ends with the Löwdin charge.
Atoms and positions in Å:
C -1.68 -0.63 1.01  -0.014
C -1.75 0.02 -0.14  -0.188
C -0.76 1.02 -0.66  -0.170
C 0.76 0.68 -0.57  -0.368
C 1.42 1.04 0.77  -0.074
C 0.87 -0.77 -0.99  -0.169
C 0.79 -1.82 -0.18  -0.006
H -2.44 -1.35 1.31  0.058
H -0.87 -0.48 1.71  0.046
H -2.61 -0.15 -0.78  0.096
H -1.03 1.89 -0.05  0.115
H -0.99 1.28 -1.70  0.109
H 1.27 1.29 -1.33  0.127
H 2.48 0.79 0.76  0.082
H 1.33 2.12 0.94  0.079
H 0.96 0.53 1.62  0.058
H 0.80 -0.94 -2.07  0.105
H 0.62 -2.82 -0.55  0.060
H 0.83 -1.71 0.90  0.053

## Properties
energy above the lowest of the compared OMol25 structures with the same formula, charge and spin = 1.550 eV
SMILES = C=CC[C@@H](C)C=C
HOMO energy = -9.01 eV
spin multiplicity = 1
charge = 0
orbital gap = 10.15 eV

---

4.
2 unconnected molecules or ions with the total composition C7H12 at a distorted geometry. Source: the OMol25 dataset; level of theory: ωB97M-V with the def2-TZVPD basis set.

Each line ends with the Löwdin charge.
Atoms and positions in Å:
C -3.65 1.52 -0.40  -0.131
C -3.24 0.41 0.52  -0.056
C -2.08 -0.18 0.47  -0.132
C -0.75 0.67 0.30  -0.107
C 0.38 0.08 0.23  -0.014
C 0.95 -1.09 0.91  -0.270
C 2.45 -1.29 0.55  -0.108
H -2.87 1.73 -1.13  0.068
H -4.54 1.18 -0.92  0.072
H -3.90 2.44 0.13  0.071
H 4.91 0.62 -2.90  0.001
H 5.50 0.34 -2.56  0.000
H -1.80 -1.20 0.65  0.080
H -0.92 1.74 0.29  0.098
H 0.77 -1.06 1.98  0.115
H 0.45 -2.02 0.56  0.120
H 2.81 -2.29 0.77  0.065
H 3.09 -0.57 1.05  0.068
H 2.45 -1.04 -0.51  0.061

## Properties
energy above the lowest of the compared OMol25 structures with the same formula, charge and spin = 7.523 eV
HOMO energy = -7.18 eV
spin multiplicity = 1
charge = 0
orbital gap = 6.10 eV

---

5.
A molecular structure, C7H12 at a distorted geometry. Source: the OMol25 dataset; level of theory: ωB97M-V with the def2-TZVPD basis set.

Each line ends with the Löwdin charge.
Atoms and positions in Å:
C 2.50 0.21 -0.78  -0.117
C 1.17 -0.54 -0.75  -0.279
C 0.42 -0.45 0.55  -0.081
C -0.74 1.28 0.94  -0.028
C -1.79 0.22 0.90  -0.295
C -1.96 -0.44 -0.43  -0.091
C -0.98 -1.01 0.56  -0.263
H 3.03 0.05 -1.73  0.068
H 3.15 -0.12 0.04  0.073
H 2.34 1.29 -0.67  0.070
H 0.55 -0.28 -1.62  0.100
H 1.36 -1.63 -0.87  0.125
H 0.47 0.54 1.17  0.065
H -0.72 2.03 0.16  0.093
H -0.61 1.75 1.93  0.103
H -2.60 0.21 1.62  0.128
H -2.88 -0.99 -0.57  0.101
H -1.60 0.07 -1.32  0.099
H -1.16 -2.01 0.97  0.129

## Properties
energy above the lowest of the compared OMol25 structures with the same formula, charge and spin = 4.611 eV
HOMO energy = -7.59 eV
spin multiplicity = 1
charge = 0
orbital gap = 8.53 eV

---

6.
A single C7H12 molecule. Source: the OMol25 dataset; level of theory: ωB97M-V with the def2-TZVPD basis set.

Each line ends with the Löwdin charge.
Atoms and positions in Å:
C -1.93 -0.10 0.80  -0.060
C -1.21 -0.52 -0.47  -0.253
C -0.10 0.12 -1.28  -0.204
C 0.89 1.19 -0.83  -0.158
C 1.31 0.80 0.60  -0.183
C 1.08 -0.73 0.70  -0.152
C 0.17 -1.12 -0.46  -0.218
H -2.77 0.57 0.58  0.074
H -2.35 -1.00 1.27  0.081
H -1.29 0.39 1.54  0.061
H -1.89 -1.03 -1.14  0.129
H -0.24 0.04 -2.36  0.129
H 1.75 1.08 -1.50  0.112
H 0.54 2.22 -0.92  0.106
H 2.35 1.07 0.80  0.102
H 0.70 1.35 1.33  0.095
H 0.64 -0.99 1.67  0.104
H 2.03 -1.27 0.62  0.105
H 0.33 -2.08 -0.94  0.130

## Properties
energy above the lowest of the compared OMol25 structures with the same formula, charge and spin = 0.582 eV
SMILES = C[C@H]1[C@H]2CCC[C@@H]12
HOMO energy = -9.69 eV
spin multiplicity = 1
charge = 0
orbital gap = 10.82 eV

---

7.
A single C7H12 molecule at a distorted geometry. Source: the OMol25 dataset; level of theory: ωB97M-V with the def2-TZVPD basis set.

Each line ends with the Löwdin charge.
Atoms and positions in Å:
C -3.58 0.31 0.96  -0.117
C -2.30 0.05 0.22  -0.163
C -1.16 0.68 0.51  -0.134
C 0.11 0.44 -0.22  -0.124
C 1.22 0.06 0.41  -0.126
C 2.63 -0.01 -0.14  -0.255
C 2.75 -0.90 -1.37  -0.118
H -4.43 0.43 0.29  0.065
H -3.50 1.16 1.64  0.069
H -3.85 -0.51 1.64  0.074
H -2.41 -0.61 -0.64  0.104
H -1.10 1.27 1.42  0.108
H 0.08 0.50 -1.31  0.108
H 1.08 -0.10 1.48  0.104
H 2.91 1.00 -0.43  0.106
H 3.29 -0.31 0.66  0.096
H 2.44 -1.93 -1.17  0.074
H 2.08 -0.59 -2.17  0.064
H 3.75 -0.91 -1.78  0.066

## Properties
energy above the lowest of the compared OMol25 structures with the same formula, charge and spin = 1.155 eV
SMILES = C/C=C/C=C/CC
HOMO energy = -8.57 eV
spin multiplicity = 1
charge = 0
orbital gap = 9.73 eV

---

8.
A gas-phase ion, C7H12 (charge +1) at a distorted geometry. Source: the OMol25 dataset; level of theory: ωB97M-V with the def2-TZVPD basis set.

Each line ends with the Löwdin charge.
Atoms and positions in Å:
C -2.38 0.31 0.74  -0.072
C -1.38 1.17 -0.05  -0.158
C -0.07 0.43 -0.07  -0.148
C 0.90 0.11 0.90  0.075
C 1.46 -1.27 1.16  -0.005
C 1.17 -0.51 -2.13  0.122
C 0.88 0.42 -1.19  -0.126
H -2.41 -0.70 0.31  0.085
H -3.40 0.69 0.73  0.090
H -2.06 0.22 1.78  0.083
H -1.36 2.19 0.34  0.140
H -1.71 1.23 -1.09  0.127
H 1.43 0.94 1.38  0.163
H 2.02 -1.29 2.08  0.099
H 2.18 -1.44 0.36  0.101
H 0.73 -2.06 1.04  0.106
H 1.91 -0.33 -2.90  0.089
H 0.60 -1.43 -2.17  0.090
H 1.49 1.33 -1.22  0.141

## Properties
energy above the lowest of the compared OMol25 structures with the same formula, charge and spin = 2.054 eV
HOMO energy (spin up / spin down) = -13.44 / -14.95 eV
<S²> = 0.76
spin multiplicity = 2
charge = +1
orbital gap (spin up / spin down) = 7.13 / 8.67 eV

---

9.
A molecular structure, C7H12Br6F3InO3S at a distorted geometry. Source: the OMol25 dataset; level of theory: ωB97M-V with the def2-TZVPD basis set.

Each line ends with the Löwdin charge.
Atoms and positions in Å:
In -14.44 30.46 -20.60  1.072
C -10.62 27.62 -22.96  -0.622
F -9.95 28.10 -24.02  0.143
F -11.60 26.82 -23.36  0.152
F -9.85 26.91 -22.17  0.203
S -11.30 29.12 -21.91  0.528
O -11.93 28.68 -20.66  -0.319
O -10.17 30.04 -21.69  -0.242
O -12.38 29.84 -22.66  -0.442
Br -7.81 31.66 -27.50  0.746
C -9.12 30.13 -27.33  -0.589
C -10.08 30.45 -26.11  -0.656
Br -11.16 32.02 -26.58  0.771
H -8.50 29.26 -27.13  0.070
H -9.63 30.08 -28.29  0.030
H -9.55 30.58 -25.16  0.056
H -10.74 29.61 -25.88  0.007
Br -9.53 34.61 -19.71  0.736
C -9.21 34.57 -21.73  -0.583
C -9.73 33.37 -22.38  -0.582
Br -11.69 33.18 -22.10  0.763
H -8.14 34.59 -21.94  0.090
H -9.52 35.50 -22.19  0.083
H -9.37 32.45 -21.93  0.052
H -9.72 33.33 -23.47  0.068
Br -14.87 28.31 -24.44  0.732
C -13.95 28.68 -26.19  -0.571
C -12.92 27.56 -26.46  -0.592
Br -11.81 27.97 -28.10  0.708
H -13.52 29.69 -26.20  0.045
H -14.71 28.53 -26.95  0.066
H -13.24 26.52 -26.50  0.077
H -12.24 27.75 -25.63  0.001

## Properties
energy above the lowest of the compared OMol25 structures with the same formula, charge and spin = 1.273 eV
HOMO energy = -15.43 eV
spin multiplicity = 1
charge = +2
orbital gap = 2.27 eV

---

10.
A gas-phase ion, C7H12BrClN3 (charge +1) at a distorted geometry. Source: the OMol25 dataset; level of theory: ωB97M-V with the def2-TZVPD basis set.

Each line ends with the Löwdin charge.
Atoms and positions in Å:
N 1.61 2.19 -0.52  0.080
C 2.36 1.16 -0.02  -0.658
Br 3.43 1.11 1.76  0.656
N 1.42 0.07 0.23  -0.034
C 1.07 -0.68 -0.73  0.020
C -0.16 -1.49 -0.91  -0.343
C -0.51 -1.38 -2.46  -0.480
Cl -0.20 -3.00 -3.17  0.586
C -1.12 -1.31 0.08  -0.087
C -0.89 -0.74 1.24  0.015
C 0.39 0.08 1.52  -0.321
N 0.15 1.37 1.87  0.089
H 0.57 2.12 -0.65  0.137
H 2.12 2.69 -1.25  0.124
H 3.19 0.82 -0.70  0.119
H 1.86 -0.53 -1.50  0.170
H 0.25 -2.49 -0.72  0.154
H 0.11 -0.78 -3.06  0.036
H -1.68 -1.22 -2.71  0.143
H -2.10 -1.83 0.08  0.152
H -1.52 -0.76 2.15  0.145
H 0.99 -0.42 2.25  0.127
H 0.89 1.83 2.33  0.046
H -0.48 1.85 1.21  0.126

## Properties
energy above the lowest of the compared OMol25 structures with the same formula, charge and spin = 0.719 eV
SMILES = N[C@@H](Br)[N+]1=C[C@H](CCl)C=C[C@@H]1N
HOMO energy = -13.67 eV
spin multiplicity = 1
charge = +1
orbital gap = 9.47 eV

---

> Which formula does entry 2 have?

C7H12

---

> Which of these has the highest charge?

C7H12Br6F3InO3S